Arrangement a

26
Properties=species:S:1:pos:R:3 method="wB97M-V/def2-TZVPD" spin_multiplicity=1 orbital_gap_ev=6.92 lumo_energy_ha=0.1112 total_charge=-1
C -1.44647 -1.84208 1.38192
C -1.53863 -3.07633 0.49792
C -2.77726 -1.08883 1.75755
O -3.85438 -1.51770 1.30352
O -2.55410 -0.11622 2.51438
H -1.07524 -2.06368 2.37417
H -0.83617 -1.10463 0.93733
H -0.59185 -3.60044 0.38134
H -1.89084 -2.75171 -0.48466
H -2.32845 -3.71732 0.89030
C 0.65664 0.66797 -3.67624
C 2.01300 0.01979 -0.18096
C 1.64718 -0.18995 -1.50372
C 2.02127 1.28622 0.36687
C 1.20645 0.88334 -2.29200
C 1.73355 2.38497 -0.42047
C 1.22996 2.13126 -1.70239
O 2.45578 1.45966 1.66696
H 2.25943 -0.89665 0.34138
H 1.58591 -1.18753 -1.92366
H 1.78458 1.17127 2.29008
H 1.89322 3.41806 -0.15372
H 0.58557 1.61904 -4.19987
H -0.33597 0.21432 -3.61835
H 0.83771 2.98639 -2.24988
H 1.27835 0.00076 -4.27215



Arrangement b

26
Properties=species:S:1:pos:R:3 method="wB97M-V/def2-TZVPD" spin_multiplicity=1 orbital_gap_ev=6.50 lumo_energy_ha=0.1041 total_charge=-1
C -2.11378 0.85715 -2.92177
C -2.19886 0.74379 -1.39358
C -2.79605 -0.48740 -3.56080
O -4.00640 -0.35227 -3.52646
O -2.00284 -1.30491 -3.99190
H -2.79388 1.65238 -3.45967
H -1.22865 0.97978 -3.38303
H -1.69405 -0.20054 -1.24534
H -3.18622 0.56463 -1.03129
H -1.67318 1.46895 -0.95122
C 2.02945 -0.09482 4.00438
C 1.12797 -0.45893 -0.17124
C 0.63103 0.62072 0.53916
C 1.94071 -1.32678 0.53218
C 0.95069 0.79885 1.91792
C 2.15152 -1.30122 1.89801
C 1.69544 -0.15896 2.54095
O 1.10151 -0.58494 -1.50488
H 0.13518 -0.36048 -1.88244
H 0.03654 1.35023 0.07857
H 2.28494 -2.12536 -0.11031
H 0.59262 1.71424 2.22537
H 2.78390 -1.93532 2.29800
H 2.32241 -1.04235 4.42997
H 1.09347 0.30564 4.52167
H 2.81653 0.67791 4.14775



Arrangement c

26
Properties=species:S:1:pos:R:3 method="wB97M-V/def2-TZVPD" spin_multiplicity=1 orbital_gap_ev=6.68 lumo_energy_ha=0.1071 total_charge=-1
C 1.00809 -1.07805 2.01304
C -1.10836 0.20214 1.90851
C 0.28951 0.18726 1.64605
C -1.87752 1.32351 1.71208
C 0.87544 1.44529 1.59969
C -1.22164 2.55902 1.67561
C 0.13578 2.63578 1.71563
O -2.04591 3.70386 1.67804
H -1.67652 -0.71383 1.97065
H -2.93941 1.27307 1.86204
H 0.59946 -1.42883 2.96189
H 2.06141 -0.82278 2.27979
H 1.90174 1.53005 1.24603
H 0.71098 3.54249 1.84383
H -2.14751 3.90524 0.75067
H 1.20939 -1.94070 1.36356
C -0.10001 -1.44254 -3.06975
C 1.38622 -1.05364 -3.33729
C -0.21549 -2.45238 -1.88902
O 0.80960 -2.91486 -1.37426
O -1.41947 -2.69683 -1.55471
H -0.87466 -0.67414 -3.01940
H -0.59675 -1.95132 -3.90248
H 1.75856 -1.95530 -3.83407
H 2.07986 -1.13874 -2.50343
H 1.39720 -0.04374 -3.74268



Of them, arrangement a has the highest stability.



Arrangement a

26
Properties=species:S:1:pos:R:3 method="wB97M-V/def2-TZVPD" spin_multiplicity=1 orbital_gap_ev=6.64 lumo_energy_ha=0.1025 total_charge=-1
C 2.02699 3.18684 -0.38338
C 0.99322 0.88527 -0.04667
C 1.61901 1.84726 -0.79840
C 0.78315 -0.45846 -0.52542
C 1.29054 -0.72905 -1.77899
C 1.89542 1.56025 -2.16497
C 1.90420 0.26881 -2.60000
O 1.26114 -1.93273 -2.39845
H 0.68864 1.20778 0.93819
H 0.23310 -0.97718 0.25503
H 1.31858 4.03130 -0.62878
H 2.89985 3.70497 -0.84091
H 2.45437 2.32024 -2.70152
H 0.71544 -2.58540 -1.93330
H 2.27229 -0.05775 -3.56416
H 2.30023 3.39399 0.66226
C -2.69460 -1.16290 1.46666
C -1.62482 -1.07286 2.52980
C -3.29173 -2.54667 1.38502
O -3.05802 -3.35343 2.31812
O -3.95272 -2.79039 0.33955
H -3.49709 -0.41595 1.64910
H -2.40419 -0.90648 0.41242
H -1.21520 -0.07853 2.57664
H -0.91086 -1.83746 2.37188
H -2.00694 -1.50149 3.46025



Arrangement b

26
Properties=species:S:1:pos:R:3 method="wB97M-V/def2-TZVPD" spin_multiplicity=1 orbital_gap_ev=6.60 lumo_energy_ha=0.1304 total_charge=-1
C -2.22082 -0.38796 -1.69655
C -3.56096 -0.98578 -1.98051
C -2.18185 0.92857 -1.09018
O -3.17565 1.67674 -0.94272
O -0.86034 1.47896 -1.11886
H -1.71195 -1.05565 -0.93116
H -1.70979 -0.65838 -2.72514
H -3.73887 -1.12016 -3.08356
H -4.33505 -0.26803 -1.81597
H -3.90059 -1.75860 -1.26045
C 1.98310 0.02315 3.84391
C 1.55664 -1.65068 0.40487
C 1.36785 -0.59424 -0.57242
C 1.76024 -1.28998 1.73784
C 1.98705 0.04586 2.25267
C 1.83759 0.76068 -0.11052
C 2.23831 0.90139 1.26582
O 0.70795 -0.79905 -1.55964
H 1.13883 -2.63213 0.29135
H 1.84203 -2.12932 2.52130
H 2.05144 1.24667 -0.95240
H -0.10182 0.88557 -1.31742
H 1.68203 -0.87572 4.33028
H 1.20221 0.80541 3.96172
H 2.64821 1.89398 1.40647
H 2.95471 0.30713 4.21510



Of them, arrangement a has the highest stability.